# C6H11N

One molecule with the formula C6H11N in a non-equilibrium geometry (ωB97M-V/def2-TZVPD, the OMol25 dataset).

Geometry as XYZ:
```
18
Properties=species:S:1:pos:R:3:mulliken_charge:R:1
H 2.81 0.68 0.25 0.2255
C -0.13 -0.09 0.29 0.2916
H 2.63 1.34 -1.42 0.2979
C -1.04 -0.83 -0.67 -0.3449
C 0.72 1.10 -0.18 -0.5416
H 2.19 -0.47 -1.16 0.2132
C 2.17 0.60 -0.73 -0.8424
N -1.82 0.17 2.15 -0.6290
H -2.03 1.19 2.12 0.2758
H -2.48 -0.31 1.54 0.3063
H -1.96 -0.34 -0.97 0.3102
H 0.15 1.56 -0.98 0.3362
H -1.41 -2.25 -2.16 0.2238
C -0.53 -0.02 1.64 -0.5149
H 0.30 -2.35 -1.48 0.3018
H 0.20 0.17 2.41 0.4773
C -0.67 -1.90 -1.41 -0.7262
H 0.90 1.76 0.75 0.3394
```

Computed properties:
Structure (SMILES) = C=C/C(=C\N)CC
2S+1 = 1
HOMO-LUMO gap = 8.53 eV
E = -7886.8484 eV
Highest occupied orbital energy = -7.69 eV
Lowest unoccupied orbital energy = 0.83 eV
Strongest force on any atom = 3.5 eV/A

***

# C45H28Br2ClF4MoN2O6P

C45H28Br2ClF4MoN2O6P as an isolated structure in a non-equilibrium geometry (ωB97M-V/def2-TZVPD, the OMol25 dataset).

Geometry as XYZ:
```
90
Properties=species:S:1:pos:R:3:mulliken_charge:R:1
C -1.09 -0.22 3.69 -0.3290
C -0.32 4.62 3.46 -1.1612
C -4.14 2.73 -0.50 -0.4157
C -1.13 -3.92 0.85 0.0639
C 0.76 5.53 -0.84 -0.9874
N -0.17 -0.30 2.72 0.6194
C -2.57 5.04 4.30 0.9731
O 1.24 2.77 1.92 -0.6169
H 1.49 1.00 -1.48 0.6427
H -2.05 -2.55 2.23 0.2506
C -0.85 -5.26 0.57 -0.6200
C -0.78 -0.14 5.02 -0.9987
C 1.16 -0.33 3.08 0.7824
H -5.26 -0.64 1.05 0.5437
H -2.98 -0.43 0.09 0.5635
O -3.20 5.95 5.06 -0.4662
C -2.68 2.67 -5.00 0.3811
C -3.66 0.44 0.12 -0.8161
C 2.18 -0.57 -2.78 -0.5173
C 2.00 -0.76 -0.39 -0.1962
O -0.09 -3.14 -1.15 -0.5791
C -0.64 -2.90 -0.09 0.6625
P -1.57 1.61 -1.19 1.3329
C -1.99 -5.92 2.58 0.3253
C -0.78 3.24 -1.09 0.7672
C -5.40 2.59 0.05 -0.9580
H -0.31 -5.50 -0.33 0.5381
C 1.84 -0.02 -1.56 -0.5985
H -2.50 7.90 5.01 0.2742
H 1.99 4.69 -2.38 0.4967
H -6.08 3.43 0.02 0.5058
H 0.82 -0.13 6.45 0.4896
H 0.72 4.86 3.37 0.5593
C -0.38 5.38 -0.08 -0.7193
C -2.38 1.54 -5.76 0.4027
C 2.69 -1.86 -2.83 0.0197
H -2.82 -4.33 3.75 0.4545
C 2.01 -0.39 1.97 -0.9138
F -3.19 3.75 -5.57 -0.2689
C -1.15 4.23 -0.20 -0.3209
Br 3.05 -2.67 -4.50 -0.0966
C -3.09 3.94 3.66 -1.6138
O -0.98 6.50 4.91 -0.4822
H -2.13 -0.22 3.36 0.5952
H 0.61 2.67 -2.63 0.5587
O -0.56 1.73 1.23 1.8558
N 1.41 -0.30 0.79 0.9089
C 0.03 2.68 1.97 -0.2161
C -4.93 0.31 0.64 -0.8209
C -2.44 2.65 -3.64 -0.0688
O -0.82 -1.62 0.27 -0.0049
H -0.68 6.14 0.62 0.5570
C -2.23 6.91 5.43 -0.2769
Br -1.17 -1.22 -2.90 -0.0125
C -1.72 0.38 -3.74 0.2472
C -2.26 -4.58 2.86 -1.0023
H -6.80 1.28 1.01 0.4617
C -0.86 3.51 2.80 0.5291
Mo -0.57 0.05 0.69 -0.6495
C -1.83 -3.59 2.01 0.0937
H 2.77 -2.57 0.47 0.4968
C -3.25 1.65 -0.46 1.0823
H -3.86 3.66 -0.96 0.5037
H 2.05 -0.01 -3.70 0.5351
C -1.95 1.52 -2.98 -0.0069
C 2.95 -2.57 -1.66 -0.7041
H -1.06 -7.29 1.21 0.4589
H -2.17 6.99 6.52 0.2664
Cl -2.52 -7.14 3.65 -0.1529
F -1.60 -0.69 -5.83 -0.2959
C -2.22 3.18 2.89 -0.0071
C -1.27 -6.26 1.43 -0.7888
F -2.70 3.75 -2.93 -0.3759
C -1.20 5.37 4.21 0.6894
C 0.57 -0.18 5.41 -0.5399
H 3.09 -0.50 2.05 0.6468
C -5.81 1.39 0.61 -0.7233
C 0.35 3.42 -1.89 -0.8505
H 2.58 -0.34 4.70 0.5905
F -2.55 1.54 -7.07 -0.2566
H -2.60 2.33 2.34 0.3577
C 2.61 -2.02 -0.44 -0.3695
H -2.04 4.12 0.40 0.4729
C 1.12 4.56 -1.76 -0.9473
H -1.56 -0.05 5.75 0.5473
H -4.14 3.69 3.73 0.5190
H 3.39 -3.55 -1.72 0.4604
C -1.90 0.39 -5.12 0.3112
H 1.37 6.42 -0.73 0.4557
C 1.54 -0.29 4.44 -1.1039
```

Computed properties:
2S+1 = 1
HOMO-LUMO gap = 5.06 eV
Total charge = +2
E = -236991.9682 eV
Highest occupied orbital energy = -12.89 eV
Lowest unoccupied orbital energy = -7.83 eV
Strongest force on any atom = 3.2 eV/A

***

# C23H28BMoN2O

C23H28BMoN2O as an isolated structure in a non-equilibrium geometry (ωB97M-V/def2-TZVPD, the OMol25 dataset).

Geometry as XYZ:
```
56
Properties=species:S:1:pos:R:3:mulliken_spin:R:1
H -0.82 1.77 0.27 0.0195
H -4.43 3.33 -0.36 0.0000
C 0.62 -0.40 -1.48 0.0182
C 2.16 0.16 1.57 -0.0967
C 3.12 -1.07 -1.84 -0.0019
H -1.25 -0.34 4.04 0.0011
H 0.19 -1.37 -1.04 -0.0177
H -0.72 -0.04 -4.55 0.0006
C -3.37 1.92 -1.58 0.0008
C -1.95 -0.12 0.75 -0.0018
H 0.00 0.44 -1.08 -0.0703
H 2.87 -2.88 2.81 0.0013
C 0.42 -0.43 -2.98 -0.0008
H -0.35 2.46 -3.08 0.0002
C -2.54 4.13 -1.05 0.0004
H 2.71 -0.34 3.68 0.0103
H 3.20 -0.74 -2.88 -0.0010
H 2.54 1.51 -2.27 -0.0014
B -0.15 -4.17 4.33 0.0012
C -1.23 2.65 -2.45 -0.0022
H -2.67 5.09 -0.56 0.0000
C -0.58 0.90 2.32 0.0207
H -2.80 -1.61 2.19 -0.0052
C 2.56 -2.03 2.23 -0.0717
Mo 0.07 -1.03 1.03 1.8163
C -2.08 -0.81 2.00 -0.0176
H 3.47 1.45 -0.74 0.0010
N -0.14 -2.53 2.19 -0.0146
C -1.27 -0.14 2.97 -0.0521
H -1.15 -4.86 4.25 0.0194
O 1.24 -0.98 -3.71 0.0035
H 1.75 1.94 -0.73 -0.0022
C 2.48 -0.68 2.68 0.1781
H 0.07 1.63 2.80 0.0065
H 2.46 -2.89 0.13 0.0021
H 0.86 -4.86 4.30 0.0031
H -0.62 4.65 -1.93 -0.0001
H -2.16 -0.50 -2.12 0.0002
C 2.35 -2.05 0.82 0.0270
H -0.18 -3.47 5.34 0.0209
H -2.55 -0.29 -0.13 0.0629
C -2.02 0.28 -2.90 0.0026
C -0.17 -3.27 3.11 0.1872
H 4.11 -1.00 -1.36 0.0024
C -1.02 0.96 0.96 -0.0865
C -1.40 3.89 -1.81 0.0000
C -2.20 1.66 -2.30 0.0005
C 2.16 -0.67 0.39 -0.0428
H 2.15 1.24 1.54 -0.0035
H -2.80 0.11 -3.67 0.0003
N -0.70 0.14 -3.55 0.0010
C 2.48 1.27 -1.20 0.0121
H -4.13 1.14 -1.53 -0.0002
H 2.83 -2.13 -1.85 0.0021
C -3.53 3.15 -0.94 0.0010
C 2.11 -0.22 -1.05 0.0657
```

Computed properties:
2S+1 = 3
⟨S²⟩ = 2.048
HOMO-LUMO gap (spin up / spin down) = 6.84 / 7.23 eV
Total charge = +1
E = -31855.2161 eV
Highest occupied orbital energy (spin up / spin down) = -11.68 / -12.34 eV
Lowest unoccupied orbital energy (spin up / spin down) = -4.84 / -5.10 eV
Strongest force on any atom = 3.6 eV/A

***

# C47H41BrCl2LuN4O4PS

C47H41BrCl2LuN4O4PS as an isolated structure in a non-equilibrium geometry (ωB97M-V/def2-TZVPD, the OMol25 dataset).

Geometry as XYZ:
```
102
Properties=species:S:1:pos:R:3:mulliken_charge:R:1
C 3.07 -2.45 1.21 0.8632
C 0.11 -1.71 -4.15 -0.4135
C 0.90 -1.19 6.04 -0.6311
C -5.56 0.36 -4.29 -0.5140
C 2.22 2.58 2.04 0.8576
C 4.76 -1.68 4.05 -1.9706
C 2.31 -0.76 4.08 -0.2672
H 3.58 -4.20 0.05 0.4309
N -1.03 -2.32 -3.50 0.1152
C -0.09 1.84 -1.94 1.2909
C -4.25 -1.91 -3.30 0.2873
H -4.23 1.48 -3.06 0.4510
C -2.80 1.06 2.35 0.3409
H 0.64 3.92 -6.79 0.3543
H 1.86 -2.26 7.64 0.4136
H 4.38 0.67 0.56 0.3312
H -1.53 3.45 5.08 0.4887
O -1.11 2.14 -1.25 -0.8600
C -5.92 -0.91 -4.74 -0.6339
H 4.97 3.42 4.67 0.3841
H 0.63 -0.54 -5.88 0.4340
C -4.50 0.48 -3.41 -0.7280
C -4.53 -0.50 1.52 0.1604
C -0.29 -0.85 -5.40 0.0088
P 2.17 -0.12 2.40 1.7624
H 3.79 5.24 3.53 0.3768
C -4.97 0.86 3.46 0.6765
H -0.10 2.82 3.12 0.2565
C 1.66 2.91 -5.16 -0.3376
O 0.73 0.92 -1.64 -0.5379
H -3.85 2.51 5.28 0.3885
H 4.93 -0.99 3.23 0.2558
C 1.49 2.40 -3.89 -0.0482
O -4.18 -4.23 -2.68 -0.6074
H 4.04 -2.51 6.44 0.4275
H -0.07 -1.07 6.55 0.4293
H 2.33 1.98 -3.41 0.6685
H 0.28 -0.10 4.30 0.2310
H 4.15 1.06 4.40 0.3020
C -3.67 -3.12 -2.66 -0.2465
H -1.72 3.51 -3.51 0.5475
C 2.19 -3.25 2.14 -1.7978
C -1.28 -2.34 -2.18 -0.4205
H 1.52 -3.87 1.57 0.5394
H 4.81 -2.96 -1.71 0.4095
H 0.64 -1.06 -3.45 0.0410
N -2.49 -2.94 -1.85 0.2864
C -3.20 2.26 4.43 -0.8204
H 2.82 -3.88 2.80 0.3717
N -0.60 3.72 -5.19 -0.6238
H -0.82 -2.46 -6.74 0.3506
H -1.33 -0.88 -7.33 0.4186
H 5.05 -0.44 -1.51 0.5006
C 2.46 3.93 2.43 -0.1514
C -1.24 -1.52 -6.44 -1.3758
H 0.84 -2.51 -4.45 0.2290
H -2.45 -3.53 -1.03 0.3646
H -2.25 -1.69 -6.05 0.2879
C 1.98 -1.88 6.65 -0.7411
C 3.39 -1.47 4.69 1.5924
H 4.81 -2.73 3.68 0.3938
C 4.55 -1.01 -0.75 -0.7850
C 0.22 2.54 -3.25 -0.1182
C 1.44 2.27 0.85 -2.1248
C 3.48 4.22 3.34 -0.8050
H -5.54 -3.05 -4.55 0.4572
C 4.04 -0.37 0.37 -0.6398
C 3.67 -3.12 0.15 -0.7166
C -5.41 -0.09 2.52 -0.6439
C -1.89 2.77 4.33 -1.1384
H -6.12 1.23 -4.59 0.4260
C -1.09 2.42 3.23 -0.2344
H 1.99 1.76 0.03 0.7482
S -0.10 -1.91 -1.03 -0.0362
C -0.77 3.28 -3.95 -0.3628
H -6.72 -1.05 -5.42 0.4706
N -1.53 1.57 2.25 -0.0517
H 5.54 -1.57 4.78 0.5873
Cl -6.06 1.54 4.59 -0.2785
H -1.73 -2.70 -4.13 0.3093
H -3.14 -0.53 -2.06 0.1620
Br 3.31 2.95 -6.07 -0.1511
C 0.55 3.53 -5.77 -0.0798
H 1.77 4.69 2.02 0.3536
Cl -4.90 -1.87 0.51 -0.2107
C 3.76 1.86 3.79 -0.5628
H -6.42 -0.48 2.52 0.4620
C -3.67 1.40 3.43 0.3851
C 3.27 -1.05 1.32 0.6505
C 4.16 3.20 3.97 -0.6937
C 2.87 1.55 2.75 -0.0560
C 4.37 -2.42 -0.87 -0.7423
C -5.27 -2.05 -4.23 -0.5569
H 0.69 2.98 0.52 0.4913
C 1.10 -0.64 4.79 -0.9752
H 1.60 -2.61 2.81 0.2027
O -2.46 -0.08 0.31 -0.2988
Lu -0.43 0.59 0.25 1.6659
C 3.21 -2.01 5.96 -0.7754
C -3.86 -0.65 -2.87 0.7235
H -0.73 0.08 -4.99 -0.0436
C -3.24 0.13 1.33 -0.6066
```

Computed properties:
2S+1 = 1
HOMO-LUMO gap = 5.92 eV
E = -212391.0661 eV
Highest occupied orbital energy = -6.46 eV
Lowest unoccupied orbital energy = -0.54 eV
Strongest force on any atom = 2.6 eV/A

***

Question: What is the formula in the third record?
Answer: C23H28BMoN2O